No. 1
Formula: C15H20O3Si
Source: the Open Molecules 2025 dataset
Level of theory: wB97M-V/def2-TZVPD

Results
* HOMO: -8.87 eV
* gap between HOMO and LUMO: 9.6272 eV
* LUMO level: 0.76 eV

Geometry as ORCA input:
```
! RIJCOSX wB97M-V def2-TZVPD def2/J DEFGRID3
* xyz 0 1
O -1.7760 0.7311 0.2632
O 0.0259 0.4998 -1.7795
O -0.8600 -1.8681 -0.7096
C -2.7083 -0.9679 1.7936
C -0.5906 2.1311 -3.4444
C -0.6395 -3.8227 -1.9974
C -2.2199 0.2190 1.4441
C -0.2636 1.7918 -2.1434
C -0.2218 -2.6417 -1.6784
C 2.9388 0.2789 2.4165
C 1.9241 -0.4924 2.9693
C 2.9936 0.7886 1.1231
C 0.8372 -0.7452 2.1345
C 1.8312 0.5271 0.4326
C 0.7674 -0.2762 0.8698
C -2.1050 1.3056 2.4544
C -0.2114 2.8998 -1.1652
C 1.0951 -2.0157 -2.2369
Si -0.5943 -0.2366 -0.4052
H -3.2386 -1.0837 2.6723
H -2.6903 -1.8678 1.1655
H -0.6960 3.1156 -3.8133
H -0.5885 1.2818 -4.1172
H -1.4963 -4.3303 -1.5593
H -0.1663 -4.4444 -2.7419
H 3.8479 0.3541 3.0472
H 1.9558 -0.7471 4.0214
H 3.8360 1.3893 0.7960
H -0.0604 -1.2126 2.5633
H 1.8047 0.8218 -0.6676
H -2.2727 2.3188 2.0765
H -1.0741 1.1853 2.8954
H -2.7613 1.0431 3.3555
H -1.1962 3.2506 -0.8690
H 0.1898 3.7472 -1.7122
H 0.3354 2.5947 -0.3089
H 0.8249 -1.0236 -2.3724
H 1.2561 -2.4506 -3.2063
H 1.9674 -2.0484 -1.5660
*
```



No. 2
Formula: C15H21BF5N2O2W
Source: the Open Molecules 2025 dataset
Level of theory: wB97M-V/def2-TZVPD

Results
* ⟨S²⟩: 2.01
* HOMO (spin up / spin down): -11.96 / -11.96 eV
* gap between HOMO and LUMO (spin up / spin down): 8.4408 / 7.6867 eV
* LUMO level (spin up / spin down): -3.52 / -4.27 eV

Geometry as ORCA input:
```
! RIJCOSX wB97M-V def2-TZVPD def2/J DEFGRID3
* xyz 1 3
W -0.9626 0.6322 0.4177
N 1.1897 0.6849 -0.0197
C 2.2068 0.2415 0.9761
C 1.9623 0.8739 2.3368
C 0.7544 0.2335 2.9428
O 0.7463 -0.4977 3.8808
O -0.4081 0.4788 2.2517
H 1.3150 0.1326 -0.8654
H 1.3961 1.6459 -0.3034
H 3.1930 0.5050 0.5952
H 2.1571 -0.8460 1.0400
H 1.8058 1.9488 2.2247
H 2.8174 0.7120 2.9871
F -2.9749 1.5972 1.3862
B -3.5842 0.4527 0.7982
F -4.9020 0.3914 0.7596
F -2.8752 -0.6417 1.3633
F -2.9320 0.4979 -0.5639
F 3.6419 5.1072 -2.5370
C 2.5480 4.4962 -2.0681
C 2.2829 4.5491 -0.7141
C 1.1464 3.9076 -0.2396
C 0.2887 3.2195 -1.0995
C -0.9044 2.4818 -0.5868
C 0.5832 3.2108 -2.4628
C 1.7134 3.8454 -2.9562
H 2.9437 5.0988 -0.0578
H 0.9065 3.9766 0.8172
H -1.7499 2.5082 -1.2757
H -1.2521 2.9529 0.3565
H -0.0834 2.7048 -3.1516
H 1.9477 3.8502 -4.0122
C -2.4649 -4.1421 0.0462
C -0.9625 -3.8887 -0.1590
C -0.1390 -4.4324 1.0217
C -0.4734 -4.4658 -1.4959
C -0.7820 -2.4284 -0.1830
N -0.7031 -1.2818 -0.2068
H -2.6081 -5.2213 0.1008
H -3.0535 -3.7547 -0.7847
H -2.8241 -3.6953 0.9728
H -0.3141 -5.5066 1.0757
H -0.4453 -3.9831 1.9661
H 0.9282 -4.2655 0.8758
H -0.5743 -5.5496 -1.4389
H 0.5743 -4.2300 -1.6816
H -1.0757 -4.1068 -2.3297
*
```



No. 3
Formula: C15H21Br2CuN4O2
Source: the Open Molecules 2025 dataset
Level of theory: wB97M-V/def2-TZVPD

Results
* ⟨S²⟩: 0.75
* HOMO (spin up / spin down): -10.63 / -10.58 eV
* gap between HOMO and LUMO (spin up / spin down): 8.5866 / 6.4028 eV
* LUMO level (spin up / spin down): -2.04 / -4.18 eV

Geometry as ORCA input:
```
! RIJCOSX wB97M-V def2-TZVPD def2/J DEFGRID3
* xyz 1 2
Cu 0.0772 0.3220 0.2197
Br 3.8738 1.0291 2.1244
C 2.7660 1.1287 3.6974
Br 0.9077 0.7425 3.3083
H 2.8260 2.1356 4.0864
H 3.1180 0.3977 4.4119
O 0.8501 1.7778 -0.5291
C 2.0079 1.8422 -1.1538
C 2.4064 3.0945 -1.6625
C 3.5621 3.2395 -2.3898
C 4.3825 2.1389 -2.6426
C 4.0380 0.9155 -2.1230
C 2.8738 0.7385 -1.3585
C 2.6223 -0.5335 -0.7102
N 1.5438 -0.8899 -0.0136
C 1.7508 -2.1546 0.4937
C 2.9691 -2.5825 0.0892
N 3.5021 -1.5588 -0.6565
H 1.7440 3.9303 -1.4798
H 3.8392 4.2144 -2.7693
H 5.2777 2.2419 -3.2397
H 4.6793 0.0664 -2.3292
H 1.0204 -2.6474 1.1115
H 3.4919 -3.5010 0.2866
H 4.4165 -1.5593 -1.0717
C -1.8551 -2.2884 -1.0148
N -2.9557 -1.6447 -0.3040
C -4.1914 -2.4214 -0.3123
C -2.7419 -0.5480 0.4571
O -1.5649 -0.2706 0.8705
N -3.7564 0.2443 0.8457
C -5.0903 0.3150 0.2560
C -3.5029 1.3694 1.7563
H -2.1302 -2.4132 -2.0629
H -1.6406 -3.2709 -0.5911
H -0.9545 -1.6924 -0.9659
H -3.9244 -3.4712 -0.4179
H -4.8417 -2.1567 -1.1478
H -4.7228 -2.3157 0.6306
H -5.4101 -0.6114 -0.1973
H -5.1213 1.1018 -0.5015
H -5.7954 0.5686 1.0449
H -2.4445 1.5517 1.8699
H -3.9295 1.1636 2.7390
H -3.9733 2.2615 1.3455
*
```



The evaluated energy above the lowest of the compared OMol25 structures with the same formula, charge and spin for the records listed, in turn: 39.1; 0.0; 9.4 kcal/mol.